C70H81N9O20S | the ωB97M-V functional and the def2-TZVPD basis

As for the LUMO energy: -1.25 eV. The HOMO energy is -0.3509 Eh.

Geometry as ORCA input:
```
! RIJCOSX wB97M-V def2-TZVPD def2/J DEFGRID3
* xyz 0 1
C -38.4152 -27.4415 -10.5185
C -38.5339 -28.7939 -10.7995
C -37.4636 -29.6225 -10.5496
C -36.2551 -29.0726 -10.1617
C -36.1203 -27.7214 -9.9273
C -37.2002 -26.9033 -10.1138
N -35.1147 -29.9689 -9.9511
O -35.0408 -30.9621 -10.6282
O -34.3365 -29.6637 -9.0889
H -39.2624 -26.7670 -10.5804
H -39.4466 -29.1812 -11.2296
H -37.5094 -30.6537 -10.8763
H -35.1746 -27.2943 -9.6221
H -37.1318 -25.8340 -9.9718
C -30.5166 -31.9477 -1.2338
C -31.0283 -31.3376 -0.0860
C -32.0646 -30.4198 -0.2248
C -32.4782 -30.0560 -1.4902
C -31.9705 -30.6591 -2.6179
C -30.9810 -31.6322 -2.4952
N -33.4907 -29.0268 -1.6639
O -34.0179 -28.9241 -2.7423
O -33.7722 -28.3496 -0.6979
H -29.7174 -32.6720 -1.1081
H -30.5726 -31.4110 0.8901
H -32.4144 -29.9085 0.6628
H -32.2699 -30.3896 -3.6195
H -30.5919 -32.1612 -3.3528
C -28.1490 -31.0921 -7.9324
C -28.1904 -31.0270 -6.5559
C -27.9191 -32.1398 -5.7681
C -27.6668 -33.3323 -6.4194
C -27.5658 -33.4059 -7.7845
C -27.8897 -32.2987 -8.5565
N -27.4831 -34.5604 -5.6511
O -27.3838 -34.4472 -4.4479
O -27.5302 -35.6093 -6.2429
H -28.1940 -30.1747 -8.5078
H -28.3953 -30.0904 -6.0490
H -27.9055 -32.0829 -4.6900
H -27.4339 -34.3116 -8.3621
H -27.9236 -32.3838 -9.6330
C -38.5164 -21.1097 -4.6804
C -38.5717 -21.4717 -6.0053
C -37.4631 -22.0724 -6.5875
C -36.3891 -22.4326 -5.8020
C -36.3062 -21.9768 -4.4918
C -37.3550 -21.2672 -3.9454
N -35.2926 -23.1570 -6.4340
O -35.5278 -23.6177 -7.5310
O -34.2492 -23.3324 -5.8357
H -39.3710 -20.5908 -4.2602
H -39.4791 -21.3889 -6.5861
H -37.5428 -22.4426 -7.6024
H -35.4174 -22.1574 -3.9043
H -37.4290 -21.0023 -2.9009
C -34.5766 -23.9452 -11.1309
C -33.3668 -24.2290 -10.5050
C -32.1729 -23.8860 -11.1273
C -32.1937 -23.5176 -12.4571
C -33.3997 -23.3248 -13.1215
C -34.5901 -23.4736 -12.4363
N -30.9353 -23.3487 -13.1895
O -29.9056 -23.3957 -12.5534
O -31.0010 -23.2086 -14.3782
H -35.5036 -24.0867 -10.5868
H -33.3219 -24.6273 -9.5004
H -31.2647 -24.0631 -10.5668
H -33.4103 -22.9523 -14.1366
H -35.4965 -23.1956 -12.9557
C -33.4149 -33.4181 -8.8491
C -32.3997 -32.5067 -9.1057
C -31.4184 -32.8156 -10.0186
C -31.3832 -34.0713 -10.5931
C -32.3431 -35.0173 -10.2849
C -33.4026 -34.6490 -9.4885
N -30.2862 -34.4128 -11.4904
O -29.1968 -33.8829 -11.3210
O -30.5425 -35.1693 -12.3988
H -34.0920 -33.2135 -8.0280
H -32.3809 -31.5515 -8.5997
H -30.5747 -32.1419 -10.1220
H -32.2974 -35.9939 -10.7473
H -34.1125 -35.4168 -9.2060
C -32.0198 -31.9518 -5.8675
C -31.3413 -33.1449 -5.8923
C -32.0306 -34.3101 -5.5586
C -33.3158 -34.2111 -5.0701
C -34.0103 -33.0193 -5.0565
C -33.3538 -31.8689 -5.4906
N -34.0309 -35.4454 -4.7486
O -33.4405 -36.5026 -4.9100
O -35.1593 -35.3330 -4.3365
H -31.5401 -31.0086 -6.1134
H -30.3648 -33.2772 -6.3375
H -31.5319 -35.2657 -5.6335
H -35.0384 -32.9693 -4.7246
H -33.8724 -30.9251 -5.4147
C -38.0784 -25.5041 -5.6263
C -38.6138 -26.2106 -6.6763
C -38.2608 -27.5239 -6.8709
C -37.3869 -28.1224 -6.0046
C -36.9079 -27.4510 -4.9125
C -37.1588 -26.0833 -4.7665
N -37.0270 -29.5069 -6.2485
O -36.3955 -30.1050 -5.4041
O -37.3962 -29.9698 -7.3164
H -38.3057 -24.4591 -5.4395
H -39.3594 -25.7042 -7.2741
H -38.6325 -28.0895 -7.7146
H -36.2154 -27.9314 -4.2257
H -36.6051 -25.5537 -4.0035
C -29.9780 -31.2138 -13.1209
C -29.0319 -30.2356 -12.8877
C -29.4043 -29.0906 -12.1939
C -30.6983 -28.9541 -11.7238
C -31.6463 -29.9134 -12.0016
C -31.2938 -31.0739 -12.6774
N -31.0398 -27.8345 -10.8638
O -32.2232 -27.5858 -10.7529
O -30.1529 -27.2063 -10.3268
H -29.7379 -32.1487 -13.6185
H -28.0202 -30.3304 -13.2524
H -28.6477 -28.3557 -11.9419
H -32.6547 -29.8415 -11.6105
H -31.9981 -31.8895 -12.7390
C -27.7364 -25.8047 -6.4601
C -27.1233 -27.1880 -6.3511
C -25.7329 -27.1939 -5.7529
C -24.7091 -26.4559 -6.6168
C -23.2771 -26.5768 -6.0963
C -22.1586 -26.1774 -7.0552
H -27.4283 -25.1327 -5.6515
H -28.8226 -25.8827 -6.3589
H -27.5442 -25.2597 -7.3871
H -27.7839 -27.7022 -5.6422
H -27.2403 -27.7202 -7.2962
H -25.3790 -28.2237 -5.6219
H -25.7299 -26.7580 -4.7457
H -24.7405 -26.9050 -7.6227
H -24.9059 -25.3855 -6.7432
H -23.1888 -25.9744 -5.1785
H -23.0959 -27.6033 -5.7441
H -21.1701 -26.3844 -6.6498
H -22.2506 -26.7536 -7.9818
H -22.2133 -25.1135 -7.2987
C -29.5345 -27.2181 -0.4488
C -30.1078 -25.9916 -1.1439
C -31.5494 -26.1482 -1.6281
C -32.2502 -24.8149 -1.9369
C -33.7659 -24.9619 -1.9843
C -34.5143 -23.6494 -1.8396
H -30.1494 -27.5233 0.4061
H -28.4971 -27.1026 -0.1546
H -29.6637 -28.0518 -1.1537
H -30.0450 -25.1040 -0.4989
H -29.4668 -25.7375 -1.9994
H -32.0931 -26.5573 -0.7622
H -31.6091 -26.8402 -2.4633
H -32.0418 -24.1759 -1.0683
H -31.8639 -24.3476 -2.8463
H -34.1349 -25.4253 -2.9206
H -34.1527 -25.7088 -1.2909
H -35.5043 -23.6972 -2.2956
H -34.6598 -23.4123 -0.7845
H -33.9581 -22.8368 -2.3109
C -33.7927 -26.9368 -6.7517
C -32.5765 -26.0057 -6.7162
C -31.4904 -26.7536 -7.4746
S -31.7048 -28.4820 -7.0623
O -30.7091 -28.7484 -6.0368
O -31.7112 -29.2778 -8.2562
C -33.3247 -28.3286 -6.3124
H -34.1745 -27.0068 -7.7751
H -34.6017 -26.5325 -6.1466
H -32.2835 -25.8640 -5.6774
H -32.7828 -25.0337 -7.1529
H -30.4524 -26.4782 -7.3260
H -31.7212 -26.7102 -8.5420
H -33.2283 -28.2684 -5.2269
H -33.9497 -29.1446 -6.6580
*
```

These are the Löwdin partial charges, in e, on atoms 1 to 99: -0.078, -0.061, -0.007, -0.145, -0.004, -0.077, -0.336, 0.099, 0.077, 0.109, 0.112, 0.127, 0.106, 0.100, -0.061, -0.054, -0.007, -0.156, 0.012, -0.041, -0.349, 0.067, 0.069, 0.111, 0.108, 0.121, 0.093, 0.097, -0.059, -0.063, -0.007, -0.182, 0.000, -0.059, -0.363, 0.072, 0.089, 0.111, 0.090, 0.119, 0.125, 0.095, -0.075, -0.066, -0.018, -0.164, -0.001, -0.052, -0.335, 0.063, 0.089, 0.113, 0.112, 0.121, 0.092, 0.115, -0.067, -0.057, 0.004, -0.142, -0.006, -0.067, -0.369, 0.083, 0.090, 0.090, 0.092, 0.122, 0.119, 0.107, -0.054, -0.063, -0.014, -0.159, -0.006, -0.057, -0.348, 0.057, 0.088, 0.108, 0.078, 0.115, 0.122, 0.112, -0.093, -0.053, 0.016, -0.154, 0.014, -0.063, -0.355, 0.073, 0.084, 0.081, 0.101, 0.124, 0.123, 0.080, -0.070

---

C3H2FO3 | the ωB97M-V functional and the def2-TZVPD basis

As for the LUMO energy: 3.79 eV. The HOMO energy is -0.1619 Eh.

Geometry as ORCA input:
```
! RIJCOSX wB97M-V def2-TZVPD def2/J DEFGRID3
* xyz -1 1
C 0.8651 -0.6344 0.0241
C -0.1781 0.1689 -0.1924
C -1.7214 0.1678 0.5646
O -2.2111 -0.8858 0.7687
O -2.0969 1.3447 0.6298
O 2.1440 -0.3527 -0.4206
F 0.0082 1.0979 -1.2366
H 1.0459 -1.4826 0.7615
H 2.1444 0.5763 -0.8991
*
```

Formally, the natural (NBO) partial charges of the atoms, in units of the elementary charge, are as follows: -0.014, 0.154, 0.790, -0.709, -0.759, -0.731, -0.390, 0.186, 0.474

---

C19H18N4OS | the ωB97M-V functional and the def2-TZVPD basis

As for the LUMO energy: 0.52 eV. The HOMO energy is -0.2973 Eh.

Geometry as ORCA input:
```
! RIJCOSX wB97M-V def2-TZVPD def2/J DEFGRID3
* xyz 0 1
C 4.2230 -2.1895 -0.7097
C 2.8765 -1.9741 -0.1358
N 2.5980 -1.8570 1.1272
N 1.2704 -1.6954 1.2648
C 0.7431 -1.7340 0.0714
N 1.7165 -1.9025 -0.8778
C 1.5527 -2.0084 -2.2725
C 2.2796 -1.1799 -3.1183
C 2.1225 -1.2959 -4.4875
C 1.2433 -2.2283 -5.0120
C 0.5172 -3.0487 -4.1646
C 0.6696 -2.9455 -2.7944
H 0.1113 -3.5851 -2.1286
H -0.1694 -3.7757 -4.5704
H 1.1225 -2.3139 -6.0810
H 2.6863 -0.6516 -5.1450
H 2.9520 -0.4443 -2.7037
S -0.9410 -1.5386 -0.3186
C -1.6290 -1.4887 1.3739
C -2.4473 -0.2361 1.6500
O -3.6493 -0.3236 1.8071
N -1.7651 0.9296 1.7349
C -2.3393 2.1735 2.0352
C -3.6760 2.5047 2.1670
C -3.9930 3.8222 2.4670
C -3.0078 4.7803 2.6317
C -1.6675 4.4391 2.5023
C -1.3422 3.1351 2.2024
C 0.0080 2.5063 2.0329
H 0.6308 3.0516 1.3238
H 0.5368 2.4760 2.9883
C -0.3273 1.0936 1.5326
H 0.2365 0.3253 2.0649
H -0.1058 1.0029 0.4630
H -0.8934 5.1806 2.6338
H -3.2802 5.7989 2.8637
H -5.0310 4.1002 2.5718
H -4.4434 1.7601 2.0427
H -2.3014 -2.3425 1.4619
H -0.7796 -1.5987 2.0469
H 4.8562 -2.6401 0.0492
H 4.6705 -1.2423 -1.0095
H 4.1657 -2.8394 -1.5809
*
```

Formally, the natural (NBO) partial charges of the atoms, in units of the elementary charge, are as follows: -0.659, 0.339, -0.280, -0.347, 0.179, -0.417, 0.205, -0.238, -0.197, -0.203, -0.194, -0.236, 0.234, 0.222, 0.220, 0.221, 0.223, 0.273, -0.620, 0.669, -0.608, -0.438, 0.222, -0.255, -0.201, -0.226, -0.192, -0.066, -0.417, 0.221, 0.219, -0.223, 0.236, 0.199, 0.211, 0.211, 0.213, 0.255, 0.255, 0.284, 0.251, 0.227, 0.229

---

C6H16N2 | the ωB97M-V functional and the def2-TZVPD basis

As for the LUMO energy: 0.60 eV. The HOMO energy is -0.3111 Eh.

Geometry as ORCA input:
```
! RIJCOSX wB97M-V def2-TZVPD def2/J DEFGRID3
* xyz 0 1
C -0.2576 0.7096 2.1324
N 0.7680 -0.3677 1.9711
C 1.7639 -0.1580 0.9403
C 1.2804 -0.6784 -0.4645
N 0.3190 -1.5743 -0.5254
C -0.6949 1.4867 -3.0908
C -1.0373 -0.0215 -3.0357
C -1.5860 0.0748 2.5851
H 0.1527 1.3948 2.8631
H -0.4278 1.2108 1.1698
H 0.2504 -1.2132 1.7955
H 2.1194 0.8695 0.8285
H 2.6364 -0.7033 1.3217
H 1.8427 -0.3011 -1.3385
H 0.1255 -0.2949 -0.4497
H -1.1355 2.0064 -2.2319
H 0.3539 1.7657 -2.9653
H -1.0989 1.8982 -4.0123
H -0.6151 -0.6758 -2.2629
H -0.7645 -0.5848 -3.9315
H -2.1104 -0.0719 -2.8488
H -1.3672 -0.9302 2.9586
H -2.2584 -0.0683 1.7420
H -2.0361 0.6837 3.3690
*
```

Formally, the Löwdin partial charges of the atoms, in units of the elementary charge, are as follows: -0.266, -0.108, -0.216, -0.301, 0.079, -0.163, -0.168, -0.086, 0.099, 0.094, 0.064, 0.110, 0.111, 0.115, 0.141, 0.055, 0.050, 0.058, 0.001, 0.064, 0.063, 0.070, 0.068, 0.068

---

Summary of gap between HOMO and LUMO in Eh
0.3050, 0.3011, 0.3163, 0.3331
(order as listed above)